Entry 1:
Density functional theory data (wB97M-V/def2-TZVPD) for an isolated molecule of C21H21NO8.

Positions of all 51 atoms, in Å:
C1 0.95698 -2.49181 1.65219
C2 -0.45818 -1.79763 1.21153
C3 -0.88870 -2.49695 -0.17848
C4 -0.27047 -1.79658 -1.48829
O1 1.16887 -1.89346 -1.43867
C5 1.80724 -1.16366 -2.49116
O2 1.60504 -1.29784 -3.72273
C6 2.93349 -0.10705 -2.03406
C7 3.56375 0.96119 -2.97375
C8 4.61972 1.93041 -2.35933
C9 5.06715 1.88880 -0.84350
C10 4.45918 0.79646 0.08444
C11 3.40946 -0.18225 -0.52839
O3 -0.69330 -2.75036 -2.54231
C12 -2.01162 -2.32512 -2.95702
O4 -2.79553 -2.92703 -3.73578
O5 -2.32398 -1.07591 -2.26589
C13 -0.97556 -0.50182 -2.10635
C14 -0.84820 0.92190 -1.37508
O6 0.38421 1.05361 -0.60695
N1 0.98754 2.27150 -0.82386
O7 0.48180 3.02167 -0.02370
O8 -1.36729 -2.03774 2.31223
C15 -2.61774 -1.33404 2.15027
C16 -2.54806 0.24112 2.42894
C17 -1.30532 1.04138 2.90663
C18 -1.44432 2.60489 3.07510
C19 -2.76123 3.39455 2.79320
C20 -4.02358 2.58449 2.36038
C21 -3.88823 1.04807 2.18939
H1 1.43508 -3.09597 0.80738
H2 0.71704 -3.25170 2.49521
H3 1.67916 -1.71799 2.11788
H4 -0.22844 -0.68048 1.11392
H5 -0.43582 -3.56488 -0.14998
H6 -2.03255 -2.67033 -0.25280
H7 3.22351 1.01014 -4.05987
H8 5.08553 2.73691 -3.01544
H9 5.83915 2.64213 -0.43469
H10 4.78503 0.76546 1.18794
H11 2.98758 -0.98367 0.18773
H12 -0.69322 -0.29062 -3.20280
H13 -0.77999 1.71495 -2.22094
H14 -1.78994 1.22749 -0.76906
H15 -3.34654 -1.78570 2.93222
H16 -3.12565 -1.47836 1.13281
H17 -0.32227 0.50707 3.12780
H18 -0.54045 3.23699 3.42101
H19 -2.83288 4.53617 2.89365
H20 -5.02919 3.09399 2.16429
H21 -4.81824 0.46760 1.85478

- multiplicity = 1
- net charge = 0
- gap between HOMO and LUMO (eV) = 7.98
- total energy (eV) = -39973.1241
- ΔE to the lowest compared entry with this formula, charge and spin (kcal per mole) = 261.0
- maximum force (hartree/bohr) = 0.1247
- M (g mol⁻¹) = 415.40
- structure (SMILES) = C[C@@H](C[C@@]1(OC(=O)c2ccccc2)OC(=O)O[C@H]1CON=O)OCc1ccccc1



Entry 2:
Density functional theory data (wB97M-V/def2-TZVPD) for a structure of composition C21H22AlBrCl5N8O3PSe.

Positions of all 63 atoms, in Å:
Al1 0.24572 -0.08644 -0.25459
Cl1 0.86508 0.29893 2.10951
C1 2.39038 -0.19131 1.36105
C2 2.32026 -0.26941 -0.02817
C3 3.50656 -0.66952 -0.61683
Cl2 3.59049 -0.75125 -2.37012
C4 4.66560 -0.98241 0.10560
Cl3 6.10180 -1.45400 -0.69078
C5 4.64983 -0.90349 1.50157
Cl4 6.03709 -1.28827 2.41217
C6 3.48267 -0.49473 2.15129
Cl5 3.39910 -0.37586 3.85384
Br1 0.61801 -3.72156 -4.55768
C7 -0.22258 -2.20704 -3.85775
C8 -1.43907 -1.76517 -4.33973
C9 -2.01267 -0.64429 -3.75679
C10 -1.36004 -0.01816 -2.71961
N1 -0.17334 -0.45039 -2.24135
C11 0.37314 -1.53954 -2.80665
H1 -1.93088 -2.28831 -5.14962
H2 -2.96001 -0.25982 -4.10716
H3 -1.76983 0.87009 -2.26264
H4 1.31286 -1.88348 -2.40312
N2 -1.60059 4.78469 -1.01324
C12 -0.40932 4.33366 -0.20974
P1 0.41626 3.06119 -1.24670
O1 -0.13248 3.26850 -2.61776
O2 0.26560 1.73940 -0.55882
C13 2.22376 3.32501 -1.27456
N3 2.78848 2.16680 -2.05927
H5 -2.45800 4.33683 -0.68030
H6 -1.43163 4.46420 -1.98982
H7 -1.73585 5.79567 -0.99455
H8 -0.74935 3.89319 0.72516
H9 0.23087 5.18958 -0.00398
H10 2.66293 3.28557 -0.27841
H11 2.48471 4.25704 -1.77154
H12 2.42210 2.14526 -3.01570
H13 2.54437 1.26509 -1.60450
H14 3.81030 2.18631 -2.10660
C14 -3.32333 -2.45606 1.15379
N4 -2.97724 -1.57947 2.27187
C15 -3.09814 -1.95086 3.59667
C16 -2.77322 -0.87740 4.33857
N5 -2.45190 0.13897 3.45610
C17 -2.06725 1.48883 3.85343
C18 -2.57680 -0.30011 2.18983
Se1 -2.26707 0.70046 0.63434
H15 -4.37614 -2.72150 1.21915
H16 -2.71598 -3.35528 1.20195
H17 -3.13321 -1.92853 0.22575
H18 -3.40199 -2.94117 3.88763
H19 -2.74047 -0.74276 5.40539
H20 -1.98389 1.51159 4.93598
H21 -2.81984 2.20532 3.53264
H22 -1.10750 1.74525 3.41044
O3 -0.14803 -1.74627 0.24019
N6 -0.18272 -2.91923 -0.39569
C19 0.07650 -3.92281 0.37540
C20 0.04892 -5.24559 -0.19131
N7 0.02411 -6.30541 -0.63131
C21 0.37543 -3.72150 1.77619
N8 0.59740 -3.49906 2.88092

- multiplicity = 1
- net charge = +2
- gap between HOMO and LUMO (alpha / beta) (eV) = 7.94 / 7.94
- total energy (eV) = -254073.5154
- ΔE to the lowest compared entry with this formula, charge and spin (kcal per mole) = 0.0
- maximum force (hartree/bohr) = 0.0185
- M (g mol⁻¹) = 828.54



Entry 3:
Density functional theory data (wB97M-V/def2-TZVPD) for an isolated molecule of C21H22ClN5O2.

Positions of all 51 atoms, in Å:
O1 2.87651 -1.79391 0.65868
C1 2.69119 -2.67160 -0.15729
N1 2.21207 -2.43642 -1.41533
C2 2.06613 -1.16025 -1.97295
C3 2.67382 -0.63777 -3.09812
C4 2.15746 0.65662 -3.19535
N2 1.30731 0.89883 -2.21816
N3 1.24351 -0.20473 -1.47853
C5 0.36568 -0.30799 -0.33347
C6 0.86413 0.55892 0.82967
C7 0.62375 2.04197 0.54302
N4 -0.77008 2.35635 0.27559
C8 -1.24823 1.58750 -0.86296
C9 -1.07467 0.07187 -0.70233
H1 -1.73398 -0.29594 0.08635
H2 -1.36098 -0.41988 -1.63331
H3 -2.30451 1.81915 -1.02059
H4 -0.67702 1.91517 -1.73446
C10 -1.64432 2.28971 1.44129
C11 -2.95643 2.99315 1.18736
C12 -4.13901 2.45655 1.67078
C13 -5.33698 3.12759 1.49794
C14 -5.37625 4.34574 0.84144
C15 -4.20440 4.88089 0.34575
C16 -2.98931 4.21748 0.50397
O2 -1.87801 4.78277 -0.00733
H5 -1.16121 4.10860 0.02074
H6 -4.20552 5.82540 -0.17420
H7 -6.31250 4.86543 0.71502
Cl1 -6.79888 2.43204 2.11471
H8 -4.12649 1.51232 2.19449
H9 -1.84928 1.26219 1.77522
H10 -1.12905 2.80281 2.26280
H11 0.96587 2.64538 1.38752
H12 1.19002 2.32993 -0.34660
H13 1.92491 0.36882 0.98977
H14 0.33081 0.26059 1.73409
H15 0.38969 -1.36077 -0.03041
H16 2.37074 1.41086 -3.92578
H17 3.38300 -1.12008 -3.73835
H18 2.19977 -3.20316 -2.07207
C17 2.92357 -4.11073 0.15426
C18 2.76123 -4.53872 1.47127
C19 2.99036 -5.86649 1.78118
C20 3.38093 -6.72013 0.75831
N5 3.57097 -6.31837 -0.48634
C21 3.35572 -5.05056 -0.77979
H19 3.56899 -4.78094 -1.80765
H20 3.56038 -7.77127 0.94000
H21 2.86993 -6.23208 2.78866
H22 2.45865 -3.82288 2.22149

- multiplicity = 1
- net charge = 0
- gap between HOMO and LUMO (eV) = 8.21
- total energy (eV) = -46202.5525
- ΔE to the lowest compared entry with this formula, charge and spin (kcal per mole) = 0.0
- maximum force (hartree/bohr) = 0.0163
- M (g mol⁻¹) = 411.89
- structure (SMILES) = O=C(Nc1ccnn1C1CCN(Cc2cc(Cl)ccc2O)CC1)c1cccnc1



Entry 4:
Density functional theory data (wB97M-V/def2-TZVPD) for a structure of composition C21H22ClNO2PY.

Positions of all 49 atoms, in Å:
Y1 -0.63728 1.05437 -0.76819
Cl1 -2.99024 1.66594 -1.10850
C1 0.87074 -0.72412 0.18523
O1 1.53583 -1.44716 0.81388
P1 -1.06688 -1.80876 -1.11141
C2 -0.82030 -1.84774 -2.92539
C3 -0.60881 -3.48954 -0.63166
C4 -2.88243 -1.77108 -0.89262
C5 -1.52656 -4.36249 -0.01287
C6 -1.10350 -5.63391 0.38735
C7 0.20945 -6.04240 0.15841
C8 1.09863 -5.20719 -0.52881
C9 0.68228 -3.94122 -0.95247
H1 -2.55304 -4.05976 0.15861
H2 -1.80313 -6.29764 0.88743
H3 0.55148 -7.01793 0.50877
H4 2.12049 -5.53987 -0.73198
H5 1.35630 -3.32822 -1.55992
C10 -0.63243 -0.66248 -3.64867
C11 -0.33749 -0.73079 -5.00980
C12 -0.32413 -1.96255 -5.67164
C13 -0.62010 -3.13918 -4.97084
C14 -0.85824 -3.08074 -3.59720
H6 -0.76669 0.33772 -3.19480
H7 -0.13509 0.18786 -5.56530
H8 -0.10683 -2.00948 -6.73632
H9 -0.67865 -4.09533 -5.48013
H10 -1.07293 -3.99642 -3.05319
C15 -3.74643 -2.09737 -1.95032
C16 -5.13166 -1.98057 -1.76036
C17 -5.63093 -1.54382 -0.52251
C18 -4.76541 -1.26343 0.52624
C19 -3.40147 -1.40863 0.35943
H11 -3.33721 -2.42784 -2.91257
H12 -5.80449 -2.23732 -2.58039
H13 -6.70303 -1.43460 -0.39567
H14 -5.16498 -0.93155 1.48611
H15 -2.71260 -1.22875 1.18269
H16 -0.22026 2.64859 -3.17930
H17 -0.74593 2.39496 -2.66171
C20 0.18363 2.71580 3.24781
C21 0.75133 2.49807 1.91820
N1 2.08586 2.69771 1.73327
O2 0.03490 2.08406 0.94674
H18 0.86712 3.36411 3.81632
H19 0.06568 1.74134 3.76045
H20 -0.78533 3.21073 3.16024
H21 2.59149 1.89830 1.37297
H22 2.53754 3.11669 2.54825

- multiplicity = 1
- net charge = +2
- gap between HOMO and LUMO (eV) = 6.77
- total energy (eV) = -50560.0686
- maximum force (hartree/bohr) = 0.0990
- M (g mol⁻¹) = 475.75



- Which value of total energy does entry 2 give?
  -254073.5154 eV